DFT (ωB97M-V with the def2-TZVPD basis set) results for C20H30N8P2RuS as an isolated structure.

Atoms and positions in Å:
Ru1 0.18 0.18 -0.01
C1 0.00 1.33 3.52
P1 0.23 -0.07 2.38
C2 1.79 -0.79 2.94
C3 -1.01 -1.31 2.82
C4 -1.28 -1.62 4.15
C5 -2.14 -2.67 4.45
C6 -2.72 -3.42 3.43
C7 -2.46 -3.10 2.10
C8 -1.61 -2.04 1.80
P2 -1.36 -1.54 0.08
C9 -1.03 -3.03 -0.87
C10 -2.98 -0.96 -0.50
H1 0.39 1.04 4.50
H2 -1.04 1.59 3.64
H3 0.57 2.20 3.18
H4 1.68 -1.12 3.98
H5 2.58 -0.04 2.87
H6 2.06 -1.65 2.32
H7 -0.82 -1.07 4.96
H8 -2.35 -2.91 5.48
H9 -3.38 -4.24 3.66
H10 -2.93 -3.69 1.32
H11 -1.95 -3.62 -0.88
H12 -0.24 -3.62 -0.42
H13 -0.79 -2.79 -1.91
H14 -3.72 -1.74 -0.29
H15 -2.95 -0.79 -1.58
H16 -3.28 -0.05 0.01
N1 1.31 -1.56 -2.81
C11 0.49 -0.53 -3.14
N2 0.31 -0.31 -4.42
C12 -0.47 0.73 -4.75
N3 -0.66 1.01 -6.02
N4 -1.09 1.52 -3.83
C13 -0.86 1.21 -2.59
N5 -0.07 0.21 -2.14
C14 -1.53 1.99 -1.53
C15 -2.42 3.01 -1.83
C16 -3.02 3.70 -0.79
C17 -2.71 3.35 0.51
C18 -1.82 2.33 0.74
N6 -1.23 1.65 -0.26
H17 1.50 -2.22 -3.55
H18 1.29 -1.92 -1.87
H19 -0.22 0.45 -6.73
H20 -1.25 1.79 -6.29
H21 -2.61 3.24 -2.87
H22 -3.73 4.50 -1.00
H23 -3.16 3.86 1.35
H24 -1.56 2.04 1.74
C19 5.27 0.39 1.32
N7 5.10 -0.24 0.01
C20 4.01 -0.34 -0.72
N8 4.05 -0.91 -1.91
S1 2.52 0.36 -0.09
H25 6.29 0.74 1.40
H26 5.07 -0.33 2.12
H27 4.61 1.25 1.41
H28 5.94 -0.64 -0.38
H29 4.92 -1.26 -2.30
H30 3.22 -0.94 -2.48

Computed properties:
gap between HOMO and LUMO (alpha / beta)	0.2779 / 0.2442	hartree
E_tot	-2393.20442	a.u.
2S+1	2
F_max	0.72	eV/Å
net charge	+3
ΔE to the lowest compared entry with this formula, charge and spin	25.8	kJ/mol
highest occupied orbital energy (alpha / beta)	-17.662 / -17.620	eV